[1]
The following is a DFT calculation (ωB97M-V/def2-TZVPD) of a cluster of 5 separate species, C6H22N4O7 in total in a non-equilibrium geometry.

Element x y z (Å)
H: 0.33 -1.84 -1.34
N: -4.12 0.97 0.11
H: -3.76 3.30 2.16
H: -2.08 0.90 -1.30
N: -3.15 3.98 1.73
H: 2.36 -0.39 -1.55
H: -0.99 -1.15 -0.49
H: -4.89 0.69 0.69
C: 5.20 -1.74 -0.64
H: 1.42 -3.79 -0.18
N: -1.37 2.56 2.09
H: -2.02 1.96 2.57
H: 0.04 0.99 -0.43
C: -1.81 3.76 1.61
H: -0.83 -2.89 1.30
H: 5.58 -2.11 -1.60
H: -3.38 1.60 0.37
C: -0.27 -3.03 0.38
H: -0.44 2.20 1.99
H: -2.84 0.04 -2.65
H: 3.09 -2.25 -0.90
H: 5.33 -2.63 0.00
H: -0.09 2.52 -0.58
H: -3.45 4.83 1.30
C: 3.73 -1.41 -0.61
O: -1.07 4.59 1.09
C: -4.05 0.35 -1.09
O: 0.86 -0.82 0.34
O: 5.96 -0.73 -0.01
H: 6.90 -0.77 -0.20
C: -0.05 -1.70 -0.32
O: -4.95 -0.42 -1.47
H: 1.32 -1.23 1.08
H: 3.54 -0.85 0.32
H: -0.88 -3.65 -0.28
O: -0.57 1.69 -0.73
O: 3.32 -0.45 -1.62
N: -2.90 0.54 -1.79
O: 0.98 -3.64 0.66

The value obtained for the relative energy (zero: lowest compared OMol25 entry of this formula, charge and spin) is 0.0 kJ/mol. As for the HOMO energy: -9.517 eV. Its structure (SMILES) is NC(N)=O.NC(N)=O.OCCO.OCCO.O.

These are the Löwdin partial charges, in e, on atoms 1 to 5:
1 H 0.124
2 N 0.153
3 H 0.086
4 H 0.036
5 N 0.153



[2]
The following is a DFT calculation (ωB97M-V/def2-TZVPD) of a structure of composition C22H16BrF3N4O3Pd.

Element x y z (Å)
O: 0.70 -1.72 1.01
H: -2.90 0.02 -1.66
N: -1.63 1.20 -0.56
C: 3.21 1.22 -0.26
H: -1.23 -2.43 -2.01
H: -4.01 -5.06 0.97
N: -3.08 -3.25 0.53
N: 0.86 1.64 0.31
H: 6.38 -1.02 -1.11
N: -1.70 -1.67 -0.05
C: -2.75 1.00 -1.22
C: 5.24 0.79 -1.50
C: -1.81 -2.54 -1.11
C: -0.85 4.84 1.25
C: 1.39 -2.33 0.11
F: 3.40 -3.46 0.60
C: 4.67 -0.83 0.15
C: -2.48 -2.13 0.92
C: 3.50 0.00 0.54
H: 1.11 4.01 1.63
H: -4.64 1.78 -1.91
C: 5.50 -0.44 -0.83
H: -0.63 5.76 1.78
H: 4.82 -1.72 0.74
C: -2.36 3.44 -0.02
C: -3.74 1.99 -1.34
O: 2.89 -0.22 1.56
H: 3.98 2.53 -1.75
H: 2.16 3.10 -0.27
C: -1.40 2.42 -0.01
C: -3.56 3.19 -0.71
F: 1.69 -3.99 1.82
H: -2.59 -1.69 1.90
C: -4.04 -4.03 1.31
Br: 6.36 1.34 -2.81
H: -2.81 5.44 0.67
C: 0.15 3.85 1.16
C: 2.06 -3.63 0.60
F: 1.79 -4.63 -0.24
O: 1.58 -1.96 -1.04
C: 2.02 2.05 -0.03
C: -2.06 4.66 0.64
H: -3.02 -4.39 -1.29
H: -5.05 -3.63 1.18
H: -3.76 -3.99 2.36
H: -4.33 3.96 -0.74
Pd: -0.36 -0.22 0.15
C: -2.67 -3.53 -0.75
C: 4.11 1.62 -1.19
C: -0.11 2.66 0.52

The charge is +2. As for the HOMO energy: -14.669 eV.

These are the Löwdin partial charges, in e, on atoms 1 to 5:
1 O -0.117
2 H 0.116
3 N -0.021
4 C -0.038
5 H 0.123



| no. | Kohn-Sham gap (eV) |
| --- | --- |
| 1 | 9.71 |
| 2 | 5.10 |